The following is a DFT calculation (ωB97M-V/def2-TZVPD) of C31H50AsBrN6OP2Pt as an isolated structure.

Geometry as XYZ:
```
93
Properties=species:S:1:pos:R:3:forces:R:3:mulliken_charge:R:1
Pt -0.74041 0.07534 -0.89573 -0.29 0.17 -0.29 1.572
C -4.05528 4.80895 -0.40529 0.01 0.01 -0.01 -1.617
C -3.19892 3.87637 -1.20731 0.02 0.00 -0.09 0.575
C -3.01830 4.06214 -2.58117 -0.02 0.02 0.04 -0.557
C -2.24555 3.17845 -3.32674 0.02 -0.02 0.00 -0.762
C -1.67737 2.15477 -2.61716 -0.03 0.03 0.00 0.480
Br -0.66707 0.71444 -3.37157 -0.03 -0.37 0.29 0.037
N -1.78392 1.95047 -1.31013 0.12 0.08 -0.03 0.613
C -2.55416 2.79851 -0.60763 -0.03 0.12 -0.02 -0.788
H -3.64108 5.81803 -0.42765 0.00 0.00 0.00 0.408
H -4.13956 4.49125 0.63215 -0.01 -0.01 0.00 0.384
H -5.05879 4.86678 -0.82821 0.00 0.00 0.01 0.408
H -3.49680 4.89711 -3.08033 0.00 0.00 -0.01 0.555
H -2.11171 3.28663 -4.39506 0.00 0.00 0.00 0.596
H -2.63236 2.61204 0.45279 0.04 -0.02 -0.04 0.356
C 1.53282 2.50661 0.39844 -0.12 0.01 0.01 -1.644
P 1.51884 0.97135 -0.54425 0.04 -0.05 -0.13 0.082
C 2.16575 -0.30223 0.57796 -0.04 -0.02 -0.03 -0.087
N 3.12827 0.05401 1.39825 0.03 -0.05 0.00 -0.269
C 3.64697 -0.89513 2.20686 0.00 0.02 -0.01 0.411
C 4.71751 -0.57537 3.07273 0.00 0.00 0.00 -0.531
C 5.24866 -1.55394 3.86085 0.00 0.01 0.00 -0.650
C 4.73418 -2.87932 3.83638 -0.01 -0.01 -0.01 -0.612
C 3.69122 -3.21844 3.02435 0.01 0.00 0.00 -0.732
C 3.12693 -2.23293 2.18484 -0.02 -0.02 -0.01 0.329
N 2.09245 -2.54606 1.37337 0.00 -0.01 0.03 -0.235
C 1.63433 -1.60675 0.58301 0.01 0.12 -0.06 -0.196
P 0.21954 -2.07578 -0.46203 0.05 0.02 0.11 0.966
C -0.86241 -2.96216 0.68010 0.05 -0.04 0.03 -1.504
C 0.74941 -3.27037 -1.82272 -0.15 0.07 0.00 1.930
C 0.00488 -4.59962 -1.63037 0.00 -0.03 -0.09 -1.706
C 2.25129 -3.54813 -1.66587 0.00 0.00 -0.04 -1.751
C 0.40018 -2.69352 -3.19615 -0.01 -0.04 -0.01 -1.038
C 2.74328 1.30958 -1.95048 0.06 0.06 0.07 1.656
C 2.44113 2.68395 -2.56530 -0.04 -0.04 -0.02 -1.639
C 4.13065 1.35294 -1.27590 -0.02 0.06 0.02 -1.714
C 2.79601 0.25441 -3.04688 -0.01 -0.10 0.05 -1.325
H 2.56958 2.83644 0.47191 -0.05 0.02 0.04 0.449
H 1.14405 2.34229 1.39511 -0.06 -0.03 0.12 0.358
H 0.94071 3.26980 -0.10404 -0.01 0.00 0.02 0.459
H 5.10458 0.43459 3.07255 0.00 0.00 0.00 0.532
H 6.08081 -1.32832 4.51457 0.00 0.00 0.00 0.469
H 5.18623 -3.62766 4.47391 0.00 0.00 0.00 0.470
H 3.29237 -4.22333 2.99391 0.00 0.00 0.00 0.530
H -1.68023 -3.46106 0.17060 -0.02 -0.01 -0.02 0.459
H -0.23472 -3.71982 1.15479 0.01 -0.01 -0.01 0.616
H -1.23628 -2.28996 1.44421 0.02 -0.05 -0.02 0.056
H 0.24628 -5.08315 -0.68518 -0.01 0.00 -0.01 0.419
H 0.34021 -5.26584 -2.42786 0.00 -0.01 0.02 0.509
H -1.07646 -4.51044 -1.73009 0.07 -0.02 -0.01 0.350
H 2.45444 -4.11373 -0.75782 0.00 0.02 0.01 0.384
H 2.87327 -2.65674 -1.65342 0.01 0.13 -0.06 0.265
H 2.56260 -4.15908 -2.51488 -0.01 0.00 0.00 0.565
H -0.68041 -2.65749 -3.35280 0.02 0.03 0.02 0.008
H 0.81560 -3.34620 -3.96529 -0.02 0.00 0.00 0.642
H 0.81991 -1.70305 -3.35638 0.14 0.05 0.00 -0.137
H 2.34707 3.48283 -1.83382 0.03 0.01 0.02 0.354
H 1.55630 2.67702 -3.20240 -0.06 -0.01 0.02 0.307
H 3.28847 2.94567 -3.20144 -0.03 -0.01 -0.04 0.541
H 4.23225 2.16598 -0.55836 0.03 -0.04 0.01 0.374
H 4.85758 1.53007 -2.07042 0.00 0.03 0.00 0.540
H 4.39987 0.41767 -0.78923 -0.01 0.00 -0.04 0.367
H 1.87030 0.14380 -3.60204 -0.04 0.02 -0.03 0.164
H 3.10534 -0.71697 -2.67225 0.03 -0.15 0.08 0.191
H 3.54912 0.56761 -3.77203 0.02 -0.01 0.02 0.631
C -1.27910 1.31478 5.75261 -0.01 0.00 0.00 -1.084
N -1.23178 1.26877 4.28790 0.01 0.00 -0.01 -0.022
C -1.03394 0.07504 3.49062 0.00 0.02 0.00 -0.286
C -1.10945 0.67587 2.10527 -0.07 -0.07 -0.02 -0.107
O -1.00902 -0.13038 1.09957 0.19 -0.06 0.01 -0.009
N -1.30802 1.95503 2.12176 0.12 0.05 -0.01 -0.447
C -1.37754 2.29675 3.46925 0.01 0.01 -0.01 0.077
N -1.57343 3.54065 3.84587 -0.01 -0.01 0.00 -0.311
H -1.06935 0.32139 6.13836 0.00 0.00 0.00 0.418
H -2.26906 1.61734 6.09340 0.00 0.00 0.00 0.386
H -0.52051 1.99837 6.13348 0.00 0.00 0.00 0.397
H -1.81449 -0.67077 3.66114 0.00 0.00 0.00 0.450
H -0.05928 -0.38775 3.66937 0.00 0.00 0.00 0.402
H -1.66224 4.26673 3.15319 0.02 0.00 0.01 0.221
H -1.63449 3.80526 4.81835 0.00 0.00 0.00 0.260
C -4.18076 0.14296 -2.44922 -0.01 0.00 0.02 -1.245
As -3.09165 -0.96185 -1.29706 0.04 0.10 0.13 0.695
C -3.33220 -2.68496 -2.13888 0.06 0.02 -0.01 -1.305
C -4.05671 -1.02555 0.37989 -0.02 -0.04 -0.01 -1.056
H -5.15142 -0.35081 -2.51533 0.00 0.00 0.00 0.535
H -3.75623 0.20065 -3.44988 0.00 -0.01 0.00 0.442
H -4.32183 1.13664 -2.03040 0.02 0.01 0.00 0.362
H -4.40787 -2.86720 -2.13797 0.00 0.00 0.00 0.561
H -2.83795 -3.49119 -1.60748 -0.03 0.03 0.01 0.303
H -2.98353 -2.64358 -3.16939 0.00 -0.01 0.01 0.385
H -4.65892 -1.93296 0.40742 -0.01 0.00 -0.02 0.505
H -4.71844 -0.16240 0.43664 0.02 0.02 0.01 0.441
H -3.37026 -1.02216 1.22162 -0.01 -0.03 -0.01 0.155
```
Forces are in eV/Å.

Values from the calculation:
E (eV): -196616.913
Orbital gap (Eh): 0.199
Total charge: +4
E_HOMO (eV): -18.43
E_LUMO (eV): -13.027